i | This record from the OMol25 dataset describes 2 unconnected molecules or ions with the total composition C6H9N2O2. The level of theory is wB97M-V/def2-TZVPD.

Geometry as XYZ:
```
19
Properties=species:S:1:pos:R:3:nbo_charge:R:1
O 0.67252 0.19412 -2.28017 -0.842
O -0.72355 1.70881 -3.18449 -0.755
N 1.60175 -0.43574 2.42857 -0.508
N 1.10049 -0.32606 0.27573 -0.511
C -0.33255 0.55471 -2.94575 0.777
C 0.38240 0.18311 2.27849 0.057
C -1.22906 -0.59929 -3.44475 -0.734
C 1.99892 -0.69854 1.21310 0.151
C -0.43486 0.59685 3.46923 -0.632
C 0.07101 0.25574 0.95420 -0.102
H 0.10243 0.37445 4.37784 0.221
H -0.75427 -1.49191 -3.86989 0.194
H 1.32377 -0.25714 -0.72000 0.481
H -1.39339 0.06334 3.41827 0.205
H -1.99892 -0.27538 -4.14215 0.194
H -1.77385 -0.93770 -2.55727 0.201
H -0.70864 0.74599 0.40379 0.221
H -0.76855 1.63524 3.37893 0.206
H 2.86434 -1.29062 0.94631 0.174
```

Results
HOMO: -0.172 hartree
net charge: -1
Kohn-Sham gap: 8.4 eV
multiplicity: 1

=====

ii | This record from the OMol25 dataset describes 2 unconnected molecules or ions with the total composition C6H9N2O2. The level of theory is wB97M-V/def2-TZVPD.

Geometry as XYZ:
```
19
Properties=species:S:1:pos:R:3:nbo_charge:R:1
O 2.86379 0.21334 2.23144 -0.852
O 1.91603 1.23777 3.97969 -0.753
N -2.51948 0.11587 -2.73338 -0.569
N -1.29438 -1.61247 -1.85623 -0.449
C -2.39340 -1.34767 -2.52133 0.165
C -0.57919 -0.39236 -1.73250 0.115
C 0.45851 0.28966 2.33663 -0.735
C -1.34788 0.69934 -2.16947 -0.134
C 0.74312 -0.21066 -1.07896 -0.636
C 1.84239 0.66260 2.92492 0.760
H -3.15205 -1.93000 -3.00700 0.190
H 1.01199 -0.98288 -0.43889 0.242
H -0.18899 -0.17292 2.99362 0.195
H -3.26766 0.63074 -3.04075 0.394
H 1.47230 -0.33905 -1.95829 0.207
H -1.21013 1.75055 -1.77231 0.230
H -0.01810 1.26715 2.18173 0.188
H 0.62696 -0.23637 1.45705 0.200
H 0.84280 0.67460 -0.53264 0.242
```

Results
HOMO: -0.130 hartree
net charge: -1
Kohn-Sham gap: 6.4 eV
multiplicity: 1

=====

iii | This record from the OMol25 dataset describes 2 unconnected molecules or ions with the total composition C6H9N2O2. The level of theory is wB97M-V/def2-TZVPD.

Geometry as XYZ:
```
19
Properties=species:S:1:pos:R:3:nbo_charge:R:1
O 0.23673 1.14313 -1.99341 -0.723
O -0.57875 1.47554 -4.03324 -0.675
N -0.03898 -0.16943 0.14310 -0.589
N 1.21365 -1.00135 1.79256 -0.550
C -0.37032 0.51630 1.27613 -0.178
C 0.70141 0.44228 3.69550 -0.645
C -0.93427 -0.70146 -3.07414 -0.757
C 0.47255 0.01032 2.26427 0.070
C 0.83432 -1.12458 0.47623 0.103
C -0.40594 0.75946 -3.05907 0.801
H 1.14134 -1.91880 -0.18014 0.166
H 1.66219 -0.05015 3.88034 0.227
H -0.06201 0.34067 4.45488 0.194
H -1.97676 -0.61219 -3.39818 0.217
H -0.84346 -1.18743 -2.11083 0.236
H -1.28072 1.07886 1.32541 0.185
H -0.12371 0.58995 -1.10285 0.495
H -0.51112 -1.12861 -3.97648 0.226
H 0.86384 1.53749 3.61994 0.196
```

Results
HOMO: -0.143 hartree
net charge: -1
Kohn-Sham gap: 7.8 eV
multiplicity: 1

=====

iv | This record from the OMol25 dataset describes 2 unconnected molecules or ions with the total composition C6H9N2O2. The level of theory is wB97M-V/def2-TZVPD.

Geometry as XYZ:
```
19
Properties=species:S:1:pos:R:3:nbo_charge:R:1
O 1.39841 2.66868 1.26962 -0.769
O -0.00314 1.01074 1.89839 -0.832
N 0.73320 -1.39929 -1.25420 -0.481
N -1.20488 -1.44452 -0.20200 -0.539
C -1.45792 -1.67123 -1.52369 -0.117
C 0.18833 2.92277 3.32724 -0.748
C 0.57184 2.12121 2.01775 0.780
C -0.27536 -1.70713 -2.19928 0.056
C 0.15745 -1.21299 -0.11555 0.203
C 0.03942 -1.77812 -3.62566 -0.634
H 0.55843 -0.87010 0.81913 0.252
H 1.03210 -1.37150 -3.80995 0.232
H -0.65204 -1.13436 -4.18030 0.208
H 0.57752 2.33167 4.15665 0.196
H -1.91654 -1.17003 0.43766 0.416
H -2.42839 -1.95430 -1.90915 0.190
H -0.03605 -2.78092 -4.05664 0.200
H -0.89702 2.96314 3.41123 0.193
H 0.64138 3.90966 3.28729 0.194
```

Results
HOMO: -0.151 hartree
net charge: -1
Kohn-Sham gap: 7.5 eV
multiplicity: 1

=====

Most stable one: i, least stable one: ii.

=====

i | This record from the OMol25 dataset describes a molecular structure, C6H9N2O2. The level of theory is wB97M-V/def2-TZVPD.

Geometry as XYZ:
```
19
Properties=species:S:1:pos:R:3:nbo_charge:R:1
O -0.13199 1.20734 1.27509 -0.742
O -1.60831 1.23087 2.95036 -0.703
N 0.65057 -2.58037 -1.37436 -0.543
N 0.05827 -0.62180 -0.21853 -0.570
C 0.70773 -1.44812 -2.25632 0.057
C 0.18466 -2.02278 -0.17862 0.150
C -0.83403 1.72064 2.17192 0.822
C -0.58427 3.29217 2.48474 -0.746
C 1.17640 -1.54695 -3.63063 -0.622
C 0.48342 -0.28205 -1.55688 -0.145
H -1.42528 3.71968 3.09714 0.204
H -0.05740 -2.57551 0.66856 0.170
H 0.15228 0.63324 -1.91499 0.187
H 1.22376 -0.58065 -4.04267 0.201
H 0.40859 -2.12572 -4.26570 0.196
H -0.41434 3.79998 1.51641 0.197
H 2.18034 -1.89123 -3.67853 0.208
H -0.23257 0.16390 0.69753 0.477
H 0.32166 3.48831 3.06356 0.202
```

Results
HOMO: -0.164 hartree
net charge: -1
Kohn-Sham gap: 8.3 eV
multiplicity: 1

=====

ii | This record from the OMol25 dataset describes 2 unconnected molecules or ions with the total composition C6H9N2O2. The level of theory is wB97M-V/def2-TZVPD.

Geometry as XYZ:
```
19
Properties=species:S:1:pos:R:3:nbo_charge:R:1
O -1.18244 2.19633 1.05676 -0.815
O -1.09489 2.67550 3.24851 -0.725
N -0.42599 0.59348 -0.79285 -0.553
N -0.22639 -1.48058 -1.59562 -0.512
C 1.02874 -0.92701 -1.50164 0.055
C -1.19063 1.89209 2.30124 0.786
C -1.32456 0.38443 2.58666 -0.739
C 0.90893 0.35784 -1.05535 -0.125
C -1.02926 -0.56779 -1.09795 0.168
C 2.21324 -1.62083 -2.09928 -0.629
H 2.02868 -2.69041 -2.03568 0.215
H -2.10638 -0.65764 -1.07214 0.177
H -0.59529 1.36213 -0.01326 0.480
H -1.24530 0.17653 3.65116 0.203
H 1.61947 1.16652 -1.11981 0.197
H -0.58775 -0.11041 1.96051 0.214
H 3.10908 -1.38920 -1.52971 0.203
H -2.30456 0.02805 2.26069 0.204
H 2.40532 -1.38903 -3.15224 0.199
```

Results
HOMO: -0.182 hartree
net charge: -1
Kohn-Sham gap: 8.7 eV
multiplicity: 1

=====

iii | This record from the OMol25 dataset describes a molecular structure, C6H9N2O2. The level of theory is wB97M-V/def2-TZVPD.

Geometry as XYZ:
```
19
Properties=species:S:1:pos:R:3:nbo_charge:R:1
O -2.28916 1.82704 1.19008 -0.712
O -0.05439 1.79345 1.04292 -0.764
N 0.54567 0.01996 -0.59177 -0.545
N 1.77440 -1.40186 -1.81925 -0.536
C -1.16252 2.10496 1.61130 0.780
C 0.58106 -2.00237 -1.47025 0.050
C -0.21085 -1.14916 -0.70101 -0.147
C 1.67076 -0.17961 -1.29924 0.144
C 0.52654 -3.45759 -1.83691 -0.626
C -1.03705 3.19064 2.65973 -0.720
H 0.15852 0.95565 0.09802 0.476
H -1.24155 -1.26719 -0.44927 0.206
H -1.65610 2.90641 3.51252 0.207
H -0.04592 3.51157 2.98623 0.203
H -1.50575 4.11665 2.26562 0.213
H -0.47339 -3.72517 -2.20699 0.193
H 2.35326 0.62242 -1.34713 0.166
H 0.80573 -4.14261 -1.03360 0.196
H 1.26073 -3.72320 -2.61101 0.215
```

Results
HOMO: -0.160 hartree
net charge: -1
Kohn-Sham gap: 8.2 eV
multiplicity: 1

=====

Most stable one: ii, least stable one: i.